1.
Computed, not measured: a 3-piece molecular cluster, C8H20NO10PS2 overall, with the ωB97M-V functional and the def2-TZVPD basis.

Calculated values
- SMILES: NCC[PH3]CC(=O)O.O=S1(=O)OCCO1.O=S1(=O)OCCO1
- Frontier orbital gap: 8.27 eV

ORCA input file:
```
! RIJCOSX wB97M-V def2-TZVPD def2/J DEFGRID3
* xyz 0 1
N 1.986 -1.783 -0.137
C 2.004 -0.394 -0.560
C 1.134 0.537 0.298
P -0.744 0.283 0.016
C -2.618 -0.137 -0.188
C -2.946 -1.584 -0.073
O -3.687 -1.984 0.719
O -2.387 -2.455 -0.920
H 1.968 -1.866 0.871
H 1.204 -2.298 -0.512
H 1.719 -0.289 -1.596
H 3.020 -0.043 -0.455
H 1.420 1.577 0.171
H 1.340 0.286 1.332
H -0.858 1.453 -0.743
H -0.426 -0.935 -0.673
H -0.945 0.374 1.428
H -2.986 0.246 -1.137
H -3.140 0.352 0.610
H -1.690 -2.037 -1.446
O 0.685 -0.446 3.708
S 1.389 -1.451 4.414
O 2.629 -1.198 5.041
O 1.535 -2.720 3.440
C 0.950 -3.880 4.046
C -0.150 -3.331 4.930
O 0.405 -2.128 5.481
H 1.719 -4.389 4.631
H 0.573 -4.550 3.279
H -0.427 -4.014 5.728
H -1.037 -3.067 4.349
O -0.133 1.305 -3.950
S -0.669 2.541 -3.518
O -1.649 2.624 -2.501
O -1.190 3.351 -4.799
C -0.536 4.625 -4.881
C 0.815 4.400 -4.235
O 0.537 3.524 -3.134
H -1.129 5.353 -4.325
H -0.456 4.935 -5.919
H 1.267 5.319 -3.875
H 1.505 3.893 -4.913
*
```

Formally, the natural (NBO) partial charges of the atoms, in units of the elementary charge, are as follows: number 1, N, carries -0.840; number 2, C, carries -0.228; number 3, C, carries -0.756; number 4, P, carries 0.848; number 5, C, carries -0.870; number 6, C, carries 0.779; number 7, O, carries -0.574; number 8, O, carries -0.683; number 9, H, carries 0.358; number 10, H, carries 0.352; number 11, H, carries 0.187; number 12, H, carries 0.189; number 13, H, carries 0.209; number 14, H, carries 0.213; number 15, H, carries 0.002; number 16, H, carries -0.123; number 17, H, carries -0.033; number 18, H, carries 0.238; number 19, H, carries 0.237; number 20, H, carries 0.480; number 21, O, carries -0.907; number 22, S, carries 2.550; number 23, O, carries -0.889; number 24, O, carries -0.695; number 25, C, carries -0.099; number 26, C, carries -0.104; number 27, O, carries -0.684; number 28, H, carries 0.194; number 29, H, carries 0.217; number 30, H, carries 0.215; number 31, H, carries 0.202; number 32, O, carries -0.896; number 33, S, carries 2.551; number 34, O, carries -0.902; number 35, O, carries -0.684; number 36, C, carries -0.099; number 37, C, carries -0.102; number 38, O, carries -0.685; number 39, H, carries 0.196; number 40, H, carries 0.215; number 41, H, carries 0.217; number 42, H, carries 0.197


2.
Computed, not measured: one molecule with the formula C4H4N2O, with the ωB97M-V functional and the def2-TZVPD basis.

Calculated values
- Relative energy (zero: lowest compared OMol25 entry of this formula, charge and spin): 77.2 kcal per mole
- Frontier orbital gap: 9.10 eV

ORCA input file:
```
! RIJCOSX wB97M-V def2-TZVPD def2/J DEFGRID3
* xyz 0 1
O -2.816 -1.030 -0.064
C -2.112 -0.057 0.032
C -0.646 0.007 0.370
C 0.115 1.074 0.019
N 1.423 1.012 -0.249
C 1.812 -0.255 -0.127
N 0.927 -1.185 0.152
H -2.568 0.964 -0.167
H -0.399 2.033 -0.019
H 2.884 -0.454 -0.267
H 1.381 -2.108 0.321
*
```

Formally, the natural (NBO) partial charges of the atoms, in units of the elementary charge, are as follows: number 1, O, carries -0.514; number 2, C, carries 0.339; number 3, C, carries 0.060; number 4, C, carries -0.011; number 5, N, carries -0.536; number 6, C, carries 0.270; number 7, N, carries -0.604; number 8, H, carries 0.153; number 9, H, carries 0.227; number 10, H, carries 0.200; number 11, H, carries 0.415


3.
Computed, not measured: C18H19AuN8O2S2 as an isolated structure, with the ωB97M-V functional and the def2-TZVPD basis.

Calculated values
- Frontier orbital gap: 5.00 eV

ORCA input file:
```
! RIJCOSX wB97M-V def2-TZVPD def2/J DEFGRID3
* xyz 2 1
Au 0.786 0.542 -0.295
C 4.554 1.400 -2.230
C 3.157 1.095 -1.820
N 2.742 0.939 -0.612
N 3.532 1.066 0.505
C 2.971 0.872 1.719
N 3.728 1.048 2.785
S 1.336 0.375 1.924
C 2.086 0.940 -2.836
C 2.316 1.004 -4.189
C 1.241 0.832 -5.064
C -0.018 0.594 -4.556
C -0.188 0.536 -3.176
N 0.839 0.718 -2.354
H 5.255 1.502 -1.407
H 4.572 2.327 -2.806
H 4.920 0.598 -2.874
H 4.496 1.345 0.399
H 4.705 1.298 2.736
H 3.333 0.920 3.705
H 3.311 1.173 -4.575
H 1.403 0.879 -6.132
H -0.871 0.447 -5.203
H -1.151 0.333 -2.725
N -2.363 -4.215 4.769
C -2.158 -3.581 3.589
C -0.902 -3.636 2.956
C -0.694 -2.989 1.760
C -1.742 -2.282 1.169
C -3.001 -2.227 1.777
C -3.203 -2.870 2.972
S -1.511 -1.448 -0.304
O -2.705 -1.418 -1.079
O -0.260 -1.873 -0.911
N -1.086 0.132 0.131
C -1.943 1.254 0.179
N -3.206 1.033 0.480
C -3.962 2.135 0.536
C -3.450 3.402 0.308
C -2.102 3.490 0.025
N -1.316 2.406 -0.049
H -1.643 -4.769 5.193
H -3.267 -4.217 5.203
H -0.108 -4.222 3.403
H 0.260 -3.063 1.254
H -3.807 -1.689 1.295
H -4.180 -2.850 3.439
H -5.006 1.985 0.783
H -4.076 4.280 0.351
H -1.623 4.447 -0.147
*
```

Formally, the natural (NBO) partial charges of the atoms, in units of the elementary charge, are as follows: number 1, Au, carries 1.307; number 2, C, carries -0.696; number 3, C, carries 0.363; number 4, N, carries -0.305; number 5, N, carries -0.410; number 6, C, carries 0.324; number 7, N, carries -0.713; number 8, S, carries 0.075; number 9, C, carries 0.115; number 10, C, carries -0.173; number 11, C, carries -0.104; number 12, C, carries -0.191; number 13, C, carries 0.127; number 14, N, carries -0.486; number 15, H, carries 0.233; number 16, H, carries 0.283; number 17, H, carries 0.285; number 18, H, carries 0.424; number 19, H, carries 0.430; number 20, H, carries 0.449; number 21, H, carries 0.252; number 22, H, carries 0.262; number 23, H, carries 0.269; number 24, H, carries 0.256; number 25, N, carries -0.760; number 26, C, carries 0.234; number 27, C, carries -0.274; number 28, C, carries -0.168; number 29, C, carries -0.417; number 30, C, carries -0.132; number 31, C, carries -0.274; number 32, S, carries 2.323; number 33, O, carries -0.888; number 34, O, carries -0.991; number 35, N, carries -0.887; number 36, C, carries 0.523; number 37, N, carries -0.460; number 38, C, carries 0.125; number 39, C, carries -0.321; number 40, C, carries 0.104; number 41, N, carries -0.553; number 42, H, carries 0.404; number 43, H, carries 0.407; number 44, H, carries 0.223; number 45, H, carries 0.235; number 46, H, carries 0.253; number 47, H, carries 0.230; number 48, H, carries 0.222; number 49, H, carries 0.252; number 50, H, carries 0.214


4.
Computed, not measured: one molecule with the formula C3H7NO2, with the ωB97M-V functional and the def2-TZVPD basis.

Calculated values
- Relative energy (zero: lowest compared OMol25 entry of this formula, charge and spin): 14.6 kcal per mole
- SMILES: C[C@@H](O)C(N)=O
- Frontier orbital gap: 10.44 eV

ORCA input file:
```
! RIJCOSX wB97M-V def2-TZVPD def2/J DEFGRID3
* xyz 0 1
C 1.091 0.436 -1.215
C 0.481 -0.076 0.084
O 0.718 0.781 1.196
C -1.022 -0.416 -0.036
N -1.536 -0.793 1.164
O -1.639 -0.410 -1.087
H 1.991 -0.134 -1.473
H 1.388 1.482 -1.069
H 0.367 0.387 -2.041
H 0.953 -1.021 0.377
H 0.606 1.689 0.882
H -0.953 -0.715 1.981
H -2.445 -1.211 1.237
*
```

Formally, the natural (NBO) partial charges of the atoms, in units of the elementary charge, are as follows: number 1, C, carries -0.646; number 2, C, carries -0.002; number 3, O, carries -0.713; number 4, C, carries 0.646; number 5, N, carries -0.823; number 6, O, carries -0.609; number 7, H, carries 0.221; number 8, H, carries 0.204; number 9, H, carries 0.251; number 10, H, carries 0.190; number 11, H, carries 0.470; number 12, H, carries 0.406; number 13, H, carries 0.404


5.
Computed, not measured: C20H21F4GdN7O4S as an isolated structure, with the ωB97M-V functional and the def2-TZVPD basis.

Calculated values
- Relative energy (zero: lowest compared OMol25 entry of this formula, charge and spin): 0.0 kcal per mole
- Frontier orbital gap (alpha / beta): 7.75 / 5.68 eV

ORCA input file:
```
! RIJCOSX wB97M-V def2-TZVPD def2/J DEFGRID3
* xyz 1 8
Gd 0.362 0.890 -0.733
O -2.969 3.318 -2.587
C -2.252 2.470 -1.912
O -1.100 2.721 -1.630
C -2.940 1.186 -1.496
C -4.295 0.975 -1.363
C -4.681 -0.332 -1.110
C -3.788 -1.365 -0.923
C -2.446 -1.009 -1.048
N -2.040 0.228 -1.314
C -1.310 -1.957 -0.717
O -1.558 -3.114 -0.419
O -0.136 -1.383 -0.668
H -3.834 3.048 -2.839
H -5.034 1.768 -1.429
H -5.735 -0.603 -1.113
H -4.163 -2.361 -0.718
C 2.413 3.822 -0.168
N 1.413 3.027 0.544
C 0.330 3.923 1.026
C 2.174 2.362 1.685
C 1.275 1.407 2.438
N 0.438 0.608 1.496
C -0.098 -0.533 2.084
C -1.475 -0.718 2.149
F -2.301 0.289 1.809
C -2.057 -1.880 2.592
F -3.404 -1.977 2.589
C -1.263 -2.946 2.863
C 0.078 -2.814 2.869
F 0.861 -3.850 3.185
C 0.662 -1.628 2.449
F 2.000 -1.587 2.286
H 2.799 4.621 0.512
H 2.015 4.284 -1.060
H 3.152 3.082 -0.405
H 0.791 4.743 1.549
H -0.412 3.411 1.656
H -0.182 4.410 0.181
H 2.672 3.084 2.345
H 3.031 1.870 1.255
H 0.613 1.960 3.071
H 1.967 0.800 3.077
H -1.685 -3.922 3.068
C 2.234 -3.874 -0.899
C 2.250 -2.885 -1.960
N 2.235 -3.100 -3.243
N 2.124 -1.844 -3.782
C 2.270 -0.876 -2.921
S 2.093 0.810 -3.093
N 2.344 -1.525 -1.760
N 2.351 -0.785 -0.580
H 2.293 -4.892 -1.349
H 1.292 -3.815 -0.334
H 3.053 -3.813 -0.162
H 2.219 -1.832 -4.788
H 2.017 -1.358 0.139
H 3.336 -0.540 -0.393
*
```

Formally, the Löwdin partial charges of the atoms, in units of the elementary charge, are as follows: number 1, Gd, carries 1.525; number 2, O, carries 0.218; number 3, C, carries -0.437; number 4, O, carries -0.002; number 5, C, carries -0.175; number 6, C, carries 0.029; number 7, C, carries -0.010; number 8, C, carries 0.058; number 9, C, carries -0.149; number 10, N, carries 0.077; number 11, C, carries -0.549; number 12, O, carries 0.095; number 13, O, carries -0.202; number 14, H, carries 0.115; number 15, H, carries 0.133; number 16, H, carries 0.130; number 17, H, carries 0.142; number 18, C, carries -0.089; number 19, N, carries -0.344; number 20, C, carries -0.075; number 21, C, carries -0.184; number 22, C, carries -0.198; number 23, N, carries -0.165; number 24, C, carries -0.220; number 25, C, carries -0.163; number 26, F, carries 0.095; number 27, C, carries -0.200; number 28, F, carries 0.103; number 29, C, carries 0.075; number 30, C, carries -0.207; number 31, F, carries 0.114; number 32, C, carries -0.148; number 33, F, carries 0.085; number 34, H, carries 0.113; number 35, H, carries 0.094; number 36, H, carries 0.074; number 37, H, carries 0.085; number 38, H, carries 0.094; number 39, H, carries 0.088; number 40, H, carries 0.134; number 41, H, carries 0.103; number 42, H, carries 0.106; number 43, H, carries 0.136; number 44, H, carries 0.159; number 45, C, carries 0.014; number 46, C, carries -0.314; number 47, N, carries 0.163; number 48, N, carries 0.058; number 49, C, carries -0.789; number 50, S, carries 0.593; number 51, N, carries -0.099; number 52, N, carries 0.039; number 53, H, carries 0.114; number 54, H, carries 0.089; number 55, H, carries 0.103; number 56, H, carries 0.173; number 57, H, carries 0.045; number 58, H, carries 0.149


6.
Computed, not measured: C5H7FeO5 as an isolated structure, with the ωB97M-V functional and the def2-TZVPD basis.

Calculated values
- Relative energy (zero: lowest compared OMol25 entry of this formula, charge and spin): 53.9 kcal per mole
- Frontier orbital gap (alpha / beta): 7.79 / 7.77 eV

ORCA input file:
```
! RIJCOSX wB97M-V def2-TZVPD def2/J DEFGRID3
* xyz 0 6
O -1.069 -1.794 2.174
C -0.558 -2.102 3.186
O -0.445 -2.077 4.356
O 1.620 -3.926 1.279
C 1.519 -3.230 2.300
O 2.780 -3.254 2.942
C 3.041 -2.376 4.033
C 4.344 -1.635 3.875
O 4.385 -1.023 2.609
C 5.542 -0.246 2.398
Fe 3.795 -4.221 1.456
H 3.070 -2.990 4.942
H 2.225 -1.647 4.103
H 5.193 -2.334 3.986
H 4.417 -0.881 4.679
H 5.530 0.074 1.350
H 5.552 0.617 3.085
H 6.464 -0.829 2.562
*
```

Formally, the natural (NBO) partial charges of the atoms, in units of the elementary charge, are as follows: number 1, O, carries -0.540; number 2, C, carries 1.013; number 3, O, carries -0.569; number 4, O, carries -0.779; number 5, C, carries 0.417; number 6, O, carries -0.726; number 7, C, carries -0.086; number 8, C, carries -0.088; number 9, O, carries -0.544; number 10, C, carries -0.248; number 11, Fe, carries 0.839; number 12, H, carries 0.199; number 13, H, carries 0.220; number 14, H, carries 0.164; number 15, H, carries 0.186; number 16, H, carries 0.203; number 17, H, carries 0.172; number 18, H, carries 0.167


no.,total energy (eV)
1,-61540.377
2,-9237.139
3,-60337.576
4,-8809.895
5,-82237.577
6,-49919.136